130
Properties=species:S:1:pos:R:3:forces:R:3:lowdin_charge:R:1 method="wB97M-V/def2-TZVPD" fmax_ev_per_a=0.4 relative_energy_ev=0.000 lumo_energy_ev=0.3136
Ba 0.130 -0.670 -0.358 -0.38 0.19 -0.10 1.1937
S 1.739 0.454 2.059 0.11 0.00 0.07 0.3730
C 1.497 -1.193 2.481 0.04 -0.04 0.18 -1.2173
N 1.025 -2.144 1.709 0.40 0.01 0.10 -0.1794
C 0.946 -3.359 2.368 -0.14 -0.03 -0.04 -0.3518
C 0.466 -4.540 1.808 0.05 -0.01 0.01 -0.0346
C 0.422 -5.681 2.587 0.00 0.00 -0.01 -0.0862
C 0.849 -5.657 3.916 -0.01 -0.01 0.01 -0.0914
C 1.321 -4.487 4.487 -0.02 0.01 0.01 -0.0882
C 1.361 -3.339 3.706 -0.02 -0.03 -0.02 -0.4858
S 1.857 -1.728 4.119 0.01 0.02 -0.05 1.0098
H 0.145 -4.555 0.773 -0.01 0.00 0.00 0.1156
H 0.052 -6.606 2.162 0.00 0.00 0.00 0.1037
H 0.803 -6.560 4.510 0.00 0.00 0.00 0.1015
H 1.641 -4.467 5.521 0.01 0.00 0.00 0.1074
N 3.679 -0.117 -0.818 -0.04 -0.03 -0.09 -0.4217
P 2.705 1.105 -1.601 -0.03 0.00 0.05 0.8692
C 3.092 0.794 -3.352 0.02 -0.03 0.01 -0.3880
C 2.047 0.382 -4.174 -0.03 0.03 0.02 -0.1082
C 2.280 0.084 -5.511 0.00 -0.02 -0.01 -0.0726
C 3.562 0.195 -6.024 0.01 -0.01 -0.01 -0.0784
C 4.611 0.609 -5.209 0.00 0.02 0.02 -0.0769
C 4.377 0.913 -3.880 0.00 0.00 0.00 -0.0844
C 3.662 2.603 -1.222 -0.02 0.02 0.00 -0.3746
C 3.049 3.829 -1.477 0.01 -0.01 0.01 -0.1015
C 3.723 5.014 -1.227 0.01 0.01 0.01 -0.0830
C 5.008 4.983 -0.702 -0.01 0.01 0.00 -0.0857
C 5.617 3.766 -0.432 0.00 -0.01 0.00 -0.0802
C 4.948 2.578 -0.692 0.02 0.02 -0.02 -0.0961
P 3.284 -1.737 -1.322 -0.03 0.02 0.12 0.9108
C 4.581 -2.085 -2.553 -0.01 -0.02 -0.03 -0.3784
C 5.918 -1.773 -2.317 -0.01 0.00 0.00 -0.0908
C 6.874 -2.047 -3.279 0.00 0.00 0.01 -0.0792
C 6.500 -2.643 -4.481 0.01 0.00 -0.01 -0.0856
C 5.173 -2.958 -4.718 -0.01 -0.01 -0.01 -0.0840
C 4.211 -2.675 -3.755 0.01 0.01 0.01 -0.1054
C 3.883 -2.695 0.114 0.08 0.01 -0.01 -0.3761
C 4.551 -2.157 1.210 -0.03 -0.02 -0.04 -0.0978
C 4.913 -2.971 2.275 0.00 -0.01 0.01 -0.0794
C 4.636 -4.330 2.244 0.00 0.01 0.02 -0.0803
C 3.991 -4.877 1.144 -0.03 0.01 -0.01 -0.0814
C 3.607 -4.061 0.092 -0.02 -0.01 0.00 -0.1105
H 3.514 -0.025 0.188 -0.02 0.02 0.02 -0.0463
H 1.038 0.308 -3.777 0.02 -0.02 0.01 0.0676
H 1.459 -0.228 -6.144 0.01 -0.01 0.01 0.1063
H 3.749 -0.039 -7.064 0.00 0.00 0.00 0.1054
H 5.611 0.693 -5.615 0.00 -0.01 0.00 0.1074
H 5.192 1.237 -3.244 0.00 0.00 0.00 0.1077
H 2.039 3.855 -1.872 0.00 0.00 0.00 0.1020
H 3.242 5.962 -1.433 0.00 0.00 0.00 0.1031
H 5.531 5.908 -0.497 0.00 0.00 0.00 0.1024
H 6.616 3.741 -0.017 0.00 0.00 0.00 0.1032
H 5.424 1.626 -0.490 -0.01 0.00 0.01 0.0920
H 6.202 -1.309 -1.380 0.00 0.01 0.00 0.1043
H 7.912 -1.804 -3.095 0.00 0.00 0.00 0.1030
H 7.250 -2.860 -5.231 0.00 0.00 0.00 0.1025
H 4.880 -3.415 -5.655 0.00 0.00 0.00 0.1056
H 3.168 -2.903 -3.942 -0.02 0.01 -0.01 0.1000
H 4.789 -1.102 1.252 0.01 0.01 0.03 0.0955
H 5.411 -2.538 3.133 0.00 0.00 0.00 0.1075
H 4.914 -4.960 3.078 0.00 0.00 0.00 0.1057
H 3.761 -5.935 1.118 0.00 0.00 -0.01 0.1070
H 3.074 -4.488 -0.752 0.00 0.00 0.00 0.1056
Br -3.571 -4.873 4.334 0.00 -0.01 0.00 0.7700
C -2.905 -3.530 3.191 -0.01 -0.01 -0.01 -0.6849
C -3.099 -3.625 1.825 -0.01 0.03 0.02 -0.0937
C -2.593 -2.606 1.035 -0.02 -0.05 -0.02 -0.1619
N -1.937 -1.555 1.524 0.09 0.01 -0.12 -0.0355
C -1.766 -1.485 2.844 0.03 -0.01 0.00 -0.1693
C -2.227 -2.448 3.723 -0.03 0.03 -0.01 -0.0893
H -3.623 -4.461 1.384 0.00 0.00 0.00 0.1093
H -2.721 -2.632 -0.045 0.00 0.00 -0.01 0.0828
H -1.216 -0.626 3.215 -0.01 0.02 0.00 0.0997
H -2.062 -2.350 4.786 0.00 0.00 0.01 0.1154
C -1.417 -2.711 -3.966 -0.01 0.00 0.00 -0.3074
Si -1.990 -1.191 -2.932 -0.01 -0.02 -0.02 0.3194
C -1.967 0.170 -4.290 0.01 -0.02 -0.02 -0.2884
C -3.872 -1.547 -2.754 -0.01 0.04 -0.02 -0.2961
H -2.003 -2.814 -4.887 0.00 0.00 0.00 0.0153
H -1.512 -3.646 -3.407 0.00 0.00 0.01 -0.0007
H -0.364 -2.616 -4.253 -0.01 0.00 0.00 -0.0094
H -2.721 -0.025 -5.061 0.01 -0.01 0.00 0.0204
H -0.993 0.182 -4.790 -0.01 0.01 -0.01 -0.0145
H -2.139 1.176 -3.899 -0.01 -0.01 0.01 -0.0137
H -4.318 -1.772 -3.730 0.00 0.00 0.00 0.0180
H -4.410 -0.689 -2.339 0.00 -0.01 -0.01 -0.0131
H -4.074 -2.401 -2.099 0.00 0.00 0.01 -0.0015
C -5.330 3.967 1.955 0.00 0.00 0.00 -0.0405
C -4.231 4.389 2.891 0.00 0.04 -0.02 -0.2890
C -4.455 5.448 3.768 0.00 0.00 -0.01 -0.0497
C -3.481 5.880 4.656 0.01 -0.01 0.01 -0.0836
C -2.247 5.252 4.683 -0.01 0.01 0.01 -0.0917
C -2.006 4.197 3.813 0.02 -0.01 -0.01 -0.1557
C -2.979 3.758 2.919 0.10 0.05 -0.04 -0.3786
Sb -2.428 2.094 1.685 -0.11 -0.09 -0.11 1.5365
C -2.985 2.933 -0.236 0.06 -0.03 -0.02 -0.3444
C -3.692 2.211 -1.196 -0.03 -0.06 -0.01 -0.1372
C -3.958 2.729 -2.455 0.00 0.02 0.01 -0.0937
C -3.496 3.991 -2.784 -0.01 0.01 0.00 -0.0794
C -2.741 4.697 -1.861 0.00 -0.01 0.00 -0.0560
C -2.459 4.187 -0.595 0.03 -0.02 -0.03 -0.3103
C -1.572 5.011 0.306 -0.03 -0.03 0.03 -0.0663
C -3.984 0.852 2.581 0.01 0.09 0.06 -0.3362
C -3.895 0.951 3.972 -0.02 0.00 -0.01 -0.1556
C -4.649 0.150 4.816 0.00 -0.01 0.00 -0.0878
C -5.513 -0.786 4.272 0.02 -0.01 0.01 -0.0840
C -5.608 -0.898 2.895 0.01 -0.02 -0.01 -0.0530
C -4.858 -0.095 2.035 0.01 0.01 -0.05 -0.3011
C -5.028 -0.275 0.555 -0.04 -0.07 0.08 -0.0649
H -6.181 4.643 2.032 -0.01 -0.01 0.01 0.0783
H -5.675 2.958 2.192 0.00 -0.03 0.00 0.0762
H -4.993 3.960 0.917 -0.02 0.01 0.03 0.0656
H -5.418 5.945 3.751 0.00 0.00 0.00 0.1079
H -3.688 6.706 5.324 0.00 0.00 0.00 0.1013
H -1.477 5.578 5.370 0.00 0.00 0.00 0.1008
H -1.036 3.710 3.832 0.00 0.00 0.00 0.0920
H -4.037 1.212 -0.982 0.09 0.16 -0.07 0.0376
H -4.506 2.134 -3.174 0.00 0.00 0.00 0.1077
H -3.695 4.413 -3.761 0.01 0.00 0.00 0.1040
H -2.339 5.667 -2.130 0.00 0.00 0.00 0.1082
H -0.989 5.712 -0.291 -0.01 0.01 0.01 0.0764
H -0.865 4.394 0.866 0.01 -0.02 0.01 0.0555
H -2.146 5.583 1.036 -0.02 -0.01 0.02 0.0811
H -3.220 1.671 4.423 0.00 0.01 0.00 0.0865
H -4.555 0.259 5.889 0.00 0.00 0.00 0.1035
H -6.106 -1.428 4.911 0.00 0.00 0.00 0.1036
H -6.280 -1.631 2.463 0.00 0.00 0.00 0.1115
H -5.644 -1.146 0.334 0.00 -0.01 0.00 0.0875
H -4.064 -0.422 0.064 0.03 -0.02 0.00 0.0451
H -5.506 0.598 0.107 -0.05 -0.07 0.06 0.0836

70
Properties=species:S:1:pos:R:3:forces:R:3:lowdin_charge:R:1 method="wB97M-V/def2-TZVPD" fmax_ev_per_a=2.7 relative_energy_ev=1.785 lumo_energy_ev=-0.1393
O 0.008 -4.913 2.716 -0.06 0.64 -0.05 -0.0934
C 1.213 -5.430 2.147 -1.44 -0.60 -0.09 -0.2307
C 1.939 -4.262 1.510 1.04 -0.52 0.86 -0.2363
O 3.260 -4.707 1.169 -0.12 0.20 0.08 -0.0735
H -0.708 -5.554 2.666 0.14 -0.27 -0.35 0.0460
H 1.710 -5.947 2.973 0.85 0.38 -0.34 0.1227
H 0.976 -6.196 1.400 0.06 0.11 -0.07 0.1226
H 1.998 -3.508 2.303 -0.10 0.29 -0.28 0.1200
H 1.471 -3.869 0.607 -0.46 -0.11 0.20 0.1048
H 3.807 -3.920 1.090 0.11 -0.14 -0.08 0.0763
O -2.886 5.155 -0.377 -0.07 -0.96 0.28 -0.0893
C -1.688 5.908 -0.242 -0.37 -0.33 -0.80 -0.2428
C -0.354 5.178 -0.211 -0.03 -0.55 1.80 -0.2066
O -0.090 4.624 1.114 -0.41 0.27 -0.21 -0.0995
H -2.783 4.270 -0.797 0.48 0.92 -0.16 0.0527
H -1.633 6.617 -1.079 -0.07 0.15 0.21 0.1170
H -1.840 6.422 0.712 0.48 0.35 -0.20 0.1232
H 0.422 5.933 -0.345 0.09 -0.23 -0.36 0.1183
H -0.245 4.300 -0.853 -0.24 0.61 -0.76 0.0943
H -0.956 4.352 1.444 0.19 -0.10 0.11 0.0733
O 5.137 2.094 0.960 0.82 -0.31 1.32 -0.0794
C 4.718 1.003 1.826 -1.14 1.60 -1.78 -0.2263
C 4.599 1.249 3.308 -0.14 -0.85 1.22 -0.2612
O 5.734 1.848 3.907 0.42 -0.03 -0.72 -0.0548
H 6.007 2.357 1.297 -0.19 0.17 -0.27 0.0809
H 3.683 0.966 1.462 0.00 -0.91 0.34 0.1065
H 5.251 0.101 1.523 0.14 -0.05 0.45 0.1168
H 4.431 0.234 3.701 0.23 -0.04 0.10 0.1170
H 3.699 1.767 3.652 -0.03 0.47 -0.73 0.1191
H 5.720 1.725 4.857 -0.13 -0.06 0.04 0.0861
O 1.188 4.351 -3.366 -0.16 0.11 -0.02 -0.0626
C 1.494 3.086 -3.924 -0.49 0.10 0.55 -0.2384
C 1.372 1.928 -2.931 0.85 0.15 -1.23 -0.2185
O 0.091 1.665 -2.387 0.22 0.29 0.28 -0.0852
H 1.637 4.472 -2.523 0.12 -0.10 -0.05 0.0771
H 0.821 2.982 -4.775 -0.06 -0.15 0.06 0.1247
H 2.520 3.054 -4.304 0.05 -0.02 -0.01 0.1181
H 2.121 2.129 -2.157 -0.17 -0.21 0.22 0.1283
H 1.705 1.060 -3.516 0.00 -0.15 0.31 0.1231
H 0.220 1.636 -1.429 -0.31 -0.18 0.28 0.0527
O -4.060 1.017 -3.856 -0.07 0.17 0.52 -0.0710
C -3.228 0.742 -2.713 -0.85 -0.39 -1.00 -0.2416
C -3.256 1.829 -1.673 0.25 -0.73 -0.22 -0.2228
O -2.443 2.931 -2.084 -0.11 -0.40 0.94 -0.0761
H -3.868 1.934 -4.093 -0.06 -0.09 -0.12 0.0804
H -3.581 -0.172 -2.228 -0.14 -0.04 -0.37 0.1181
H -2.248 0.536 -3.146 0.40 0.13 0.70 0.1089
H -2.988 1.288 -0.751 0.71 0.75 0.19 0.1073
H -4.273 2.166 -1.475 -0.03 0.24 -0.39 0.1317
H -1.524 2.599 -2.085 -0.24 0.27 -0.40 0.0567
O -0.895 -1.220 -1.234 0.18 0.47 -0.09 -0.0749
C -0.551 -1.418 0.149 -1.13 -0.62 -1.54 -0.2073
C -0.728 -0.165 0.953 -0.43 0.46 0.67 -0.2105
O 0.043 0.939 0.440 0.19 -0.75 0.24 -0.0695
H -0.377 -0.507 -1.635 -0.01 -0.03 0.16 0.0570
H -1.377 -2.100 0.382 0.61 -0.20 0.87 0.1070
H 0.411 -1.939 0.168 0.04 0.28 0.58 0.1064
H -0.503 -0.258 2.023 0.27 -0.46 -0.17 0.1280
H -1.792 0.089 0.976 0.16 0.31 -0.54 0.1167
H 0.921 0.688 0.760 0.14 0.68 -0.28 0.0939
O -2.095 -6.582 1.490 0.08 -0.21 0.61 -0.0762
C -3.274 -5.795 1.558 0.06 0.32 -1.94 -0.2158
C -3.099 -4.575 0.641 1.54 0.20 0.28 -0.2351
O -2.686 -5.003 -0.669 -0.76 -0.07 0.42 -0.0667
H -2.169 -7.208 0.767 0.06 0.12 -0.14 0.0966
H -4.109 -6.338 1.102 -0.18 -0.22 0.73 0.1227
H -3.410 -5.502 2.595 -0.35 0.00 -0.05 0.1236
H -2.229 -4.024 1.022 -0.34 0.21 0.36 0.0920
H -3.969 -3.914 0.603 -0.16 -0.20 0.08 0.1200
H -2.409 -4.197 -1.114 0.07 -0.11 -0.27 0.0778

25
Properties=species:S:1:pos:R:3:forces:R:3:lowdin_charge:R:1 method="wB97M-V/def2-TZVPD" charge=+1 fmax_ev_per_a=4.2 relative_energy_ev=5.573 lumo_energy_ev="-5.2226 / -5.2214"
C 1.761 1.942 0.437 0.23 0.15 -1.11 -0.1971
C 1.074 1.402 1.674 -2.36 2.84 0.12 -0.2078
C 0.833 1.614 -0.744 3.32 -1.25 -0.72 -0.1821
C 0.634 -0.056 1.643 -1.47 0.31 2.19 -0.1222
C 0.356 0.155 -0.779 -1.42 0.72 -1.52 -0.1656
C -0.339 -0.321 0.462 -1.37 1.84 1.25 -0.3663
N -1.805 -1.282 -1.750 -1.46 0.70 1.32 0.0212
N -1.708 -1.820 -2.800 2.36 -2.62 -2.32 -0.0413
N -1.788 -2.115 1.045 1.81 1.50 -2.61 0.1820
N -0.834 -1.640 0.296 0.11 -2.44 1.65 0.0664
H 2.301 2.986 0.312 -1.93 -1.63 1.01 0.1675
H 2.613 1.324 0.348 1.30 -1.00 -0.46 0.0860
H 1.680 1.681 2.516 0.05 -0.51 0.83 0.1163
H 0.111 1.973 1.757 0.70 -0.02 0.37 0.1287
H 0.048 2.296 -0.780 -1.48 1.18 -0.35 0.0931
H 1.522 1.677 -1.630 -1.18 0.42 0.32 0.1337
H 1.527 -0.519 1.508 2.42 -2.45 -0.32 0.0815
H 0.180 -0.332 2.678 0.70 0.32 -1.88 0.1601
H -0.441 0.095 -1.615 1.79 0.07 1.10 0.1003
H 1.205 -0.510 -0.963 -0.19 -0.04 -0.24 0.1344
H -1.171 0.320 0.816 -0.13 0.13 -0.76 0.1596
H -0.744 -2.417 -3.059 -2.55 1.38 0.28 0.2036
H -2.467 -1.850 -3.565 1.02 0.23 1.03 0.1639
H -2.540 -1.532 1.378 -0.19 0.51 0.58 0.1437
H -2.010 -3.070 0.815 -0.08 -0.33 0.25 0.1404

37
Properties=species:S:1:pos:R:3:forces:R:3:lowdin_charge:R:1 method="wB97M-V/def2-TZVPD" charge=+3 fmax_ev_per_a=5.0 lumo_energy_ev=-11.2849
Sr 3.579 -1.976 -0.428 -1.68 -0.67 -0.99 1.6865
Sr 3.769 1.558 0.941 0.47 1.20 -2.22 1.7199
Y 3.162 0.792 -2.781 2.46 -0.07 2.31 1.7949
O 2.374 0.374 -0.710 -0.53 -0.62 0.64 -0.6944
H 1.418 0.236 -0.562 0.41 0.02 -0.08 -0.0068
O 3.144 -1.392 -2.831 -0.17 -0.03 -0.16 -0.5688
H 3.195 -2.064 -3.538 -0.13 0.51 0.37 0.0355
O 5.080 0.138 -1.451 -1.63 -0.53 1.60 -0.4970
H 5.367 -0.727 -1.100 1.03 0.98 -1.24 -0.1031
O 3.955 2.583 -1.545 -1.07 -0.46 0.41 -0.5529
H 3.929 3.559 -1.558 0.07 -0.70 -0.39 0.0061
C 1.064 -2.361 2.182 -2.69 0.30 3.44 -0.3298
O 1.413 -2.386 1.029 2.53 0.59 -4.24 -0.1351
N -0.197 -2.093 2.544 0.59 1.14 -0.45 -0.1540
C -1.243 -1.571 1.639 0.76 -1.48 -1.19 0.0067
C -0.719 -2.209 3.856 -0.78 -0.60 1.87 -0.0416
H 1.793 -2.547 2.986 -0.51 -0.17 0.27 0.1576
H -1.854 -2.405 1.292 0.12 -0.18 -0.27 0.1224
H -0.693 -1.184 0.781 -0.56 0.26 -0.02 0.0581
H -1.992 -0.929 2.104 0.80 0.45 0.22 0.1108
H -1.500 -1.463 4.002 0.26 0.10 0.09 0.0990
H -1.237 -3.165 3.927 0.09 -0.14 0.32 0.1193
H -0.008 -2.104 4.676 0.23 -0.17 -0.25 0.1090
C -0.420 2.416 -0.373 0.00 -0.13 0.81 -0.0495
C -1.144 1.223 -0.956 0.14 0.61 -0.97 -0.2304
O -2.446 1.656 -1.362 -0.97 -0.52 0.51 0.0257
C -3.494 0.749 -1.442 1.53 0.75 -0.40 -0.3295
O -3.374 -0.427 -1.375 0.18 -0.31 0.36 0.1970
C -4.849 1.411 -1.740 -1.46 2.31 0.37 -0.4505
F -4.860 2.800 -1.575 0.53 -2.32 -0.62 0.1189
F -5.217 1.123 -3.012 0.30 0.22 1.65 0.1779
F -5.740 0.967 -0.825 0.72 -0.14 -1.24 0.1692
H -0.239 3.203 -1.105 -0.58 0.18 0.20 0.1011
H 0.580 2.112 -0.066 0.32 -0.29 0.09 0.0252
H -0.906 2.732 0.550 -0.11 0.55 -0.28 0.1025
H -1.117 0.346 -0.309 -0.51 0.13 -0.09 0.0875
H -0.573 1.025 -1.864 -0.15 -0.76 -0.43 0.1122